# C27H59N4O6S

3 unconnected molecules or ions with the total composition C27H59N4O6S (ωB97M-V/def2-TZVPD, OMol25).

Each line ends with the Mulliken charge.
Cartesian coordinates (Å):
H (4.01237, 4.29908, 2.43868)  0.1193
C (-4.51669, -2.79966, -5.13900)  -0.8738
C (-3.01573, -2.68529, 1.71920)  -1.0376
H (2.29661, 4.73434, 2.62152)  0.4196
H (-4.53188, -6.17253, -3.39304)  0.1500
H (2.54057, 6.95983, 1.61644)  0.1317
C (0.40997, -0.86928, 0.74402)  -0.2781
C (-1.60764, -3.16267, 2.09378)  0.2676
H (-0.70988, 0.38709, -2.02117)  0.4707
H (-4.46941, -9.12549, -5.66664)  0.3491
C (3.45545, 7.36574, 1.16145)  -0.1225
H (4.18943, 4.84779, -0.95203)  0.4170
H (-3.10722, -5.53015, -6.18503)  0.1366
C (2.98706, 3.95902, 2.28069)  -0.5939
H (1.85045, 4.20405, -0.77554)  0.2703
H (2.93020, -0.47313, 0.54670)  0.4683
N (0.31299, 0.16544, -0.17157)  0.4675
H (5.30324, -0.89232, 2.82914)  0.4044
H (-5.15566, -5.42198, -5.70479)  0.0818
C (-4.31455, -8.07735, -5.40201)  -0.4668
O (2.75209, 3.60278, 0.92485)  -0.0542
C (1.27525, -0.75368, 1.94390)  -0.7939
H (0.26916, -3.72011, 1.16094)  0.3948
H (-5.32044, -4.09850, -2.36059)  0.3755
S (-1.89871, -2.33741, -1.98776)  -0.1982
C (-0.36282, -1.88373, 0.29880)  0.7698
H (4.76674, 1.66261, 4.29328)  0.2659
C (-2.14127, 2.84156, 1.53948)  -0.2924
H (-4.82939, -3.36076, -6.02436)  0.3038
H (0.50325, 2.29079, 1.94793)  0.1245
O (-1.00714, -2.32260, 3.07519)  -0.4731
N (-5.76854, -5.98117, -5.12656)  -0.2901
C (-5.66155, -7.37860, -5.53594)  -0.7035
H (-1.56705, -2.31642, 3.85787)  0.3019
H (3.68184, 8.83691, 2.68237)  0.4050
O (-3.31739, -7.60564, -6.28612)  -0.4260
H (-1.91616, 3.86796, 1.23721)  0.3221
H (6.51418, 7.52498, 3.51109)  0.3491
H (-1.15462, -3.83494, 0.15143)  0.4434
C (-5.47781, -5.72151, -3.72673)  -0.2086
H (0.95161, 1.95491, -1.00364)  0.4726
C (4.25843, 8.00395, 2.27247)  -0.8364
H (-6.40139, -7.95610, -4.97234)  0.3920
C (0.09812, 2.36756, 0.93472)  -0.3913
O (-1.24503, 1.93949, 0.89870)  -0.3660
H (-1.26008, 2.14347, 3.38919)  0.2798
H (-2.16572, 3.66289, 3.55957)  0.3013
H (6.31625, 0.94920, 3.81243)  0.3020
H (1.58245, 5.27715, 0.59555)  0.5311
C (-0.46546, -0.21397, -1.16317)  -0.1137
C (2.78386, -0.68961, 1.60580)  -1.1180
C (-0.65915, -3.21356, 0.89838)  -1.3559
H (-1.63113, -6.48720, -6.33106)  0.3299
H (1.08006, -1.60465, 2.59272)  0.7252
H (2.85842, 0.89833, 3.07250)  0.1966
H (5.90608, 6.12714, 4.41519)  0.2356
C (2.34135, 4.67165, 0.08458)  -0.3592
H (-3.12485, 2.59459, 1.14376)  0.3670
C (3.48057, 5.52268, -0.46608)  -1.3838
H (4.07732, -1.00356, 4.10068)  0.3419
H (5.49508, 0.39638, 5.25825)  0.3429
O (4.49158, 7.08338, 3.33029)  -0.3407
C (-2.61662, -6.45594, -5.86683)  -0.4944
H (-6.28004, -6.14699, -3.11609)  0.3841
H (-3.12555, -1.64975, 2.04742)  0.2995
H (-5.95570, -7.43106, -6.58611)  0.3768
C (3.56083, 0.31464, 2.47216)  -0.1166
H (4.69838, 5.76489, 1.13593)  0.0883
H (-3.59424, -2.27177, -5.37641)  0.2461
H (5.20337, 8.40134, 1.89150)  0.4033
N (4.23362, 6.35497, 0.45897)  -0.2435
C (0.90980, 1.48473, -0.02458)  -1.0444
H (-1.66044, -4.17652, 2.49919)  0.4304
H (4.09736, 1.01357, 1.82589)  0.2332
H (3.19462, -1.68875, 1.76048)  0.6680
N (-0.89105, -1.44723, -0.92186)  0.0063
H (-5.29285, -2.06736, -4.89894)  0.4046
H (1.92287, 1.38047, 0.35024)  0.0359
H (-2.49181, -6.43535, -4.77930)  0.2450
H (6.15969, 6.00451, 2.66379)  0.2946
H (3.15596, 8.14017, 0.44926)  0.3799
H (-3.01717, 2.13873, 3.39320)  0.3148
C (-2.14095, 2.69479, 3.06434)  -0.9962
C (5.33664, 0.73433, 4.23528)  -1.1270
H (-2.97593, -1.56247, -1.80472)  0.1773
C (-5.40063, -4.23850, -3.44282)  -0.8338
H (3.06845, 6.16538, -1.25087)  0.4745
H (-3.77887, -3.26918, 2.22866)  0.3740
C (4.57833, -0.32201, 3.41052)  -0.7127
H (0.97168, 0.12584, 2.51631)  0.1363
H (-6.30630, -3.72927, -3.78370)  0.3928
C (5.83541, 6.66879, 3.47385)  -0.7069
H (0.16973, 3.40601, 0.60158)  0.6444
O (-4.24595, -3.64401, -4.03403)  -0.1668
H (-3.93898, -8.06478, -4.37052)  0.3358
H (2.84052, 3.06656, 2.88622)  0.0701
H (-3.19192, -2.70799, 0.64651)  0.0763

Atoms 1-2, force components in eV/Å:
0.0 0.1 0.0
0.1 0.0 0.0

The value obtained for the electronic energy is -2132.48069 a.u. The HOMO-LUMO gap comes out at 7.998 eV. As for the total charge: +1. The multiplicity is 1.